No. 1
Density functional theory data (wB97M-V/def2-TZVPD) for a single C18H22ClF2N3O4 molecule.

Values from the calculation:
Energy above the lowest of the compared OMol25 structures with the same formula, charge and spin ... 0.2085 eV
Charge ... 0
HOMO energy ... -9.123 eV
SMILES ... CN(CCCCNC(=O)c1cc2nc(Cl)ccc2o1)C(=O)[C@](C)(O)CC(F)F

```
50
C18H22ClF2N3O4 wB97M-V/def2-TZVPD
Cl -1.5532 2.2669 -10.7420
F -4.5273 3.1214 3.7913
F -4.3153 0.9400 3.9691
O -0.0212 -0.8988 -3.2374
O -0.1132 2.4112 1.7382
O -2.4357 -0.2442 2.2394
O -0.1584 0.8117 -5.3757
N -0.4052 0.6059 0.4159
N -1.7329 0.8855 -8.5398
N -2.1539 -1.5839 -3.6239
C 0.5932 1.1263 -0.5160
C -2.3419 -0.3506 -0.8115
C -0.6933 1.3561 1.5039
C 0.3370 2.3459 -7.2369
C -1.7405 0.9495 2.5718
C -2.7257 2.1297 2.6550
C -1.0636 -0.2011 -5.2412
C -1.0574 -0.6239 -0.0369
C -0.9682 0.7434 3.8786
C -1.0192 -0.9146 -3.9321
C -0.3399 1.3047 -6.6259
C -0.0603 2.6300 -8.5270
C -3.6033 2.1250 3.8760
C -1.3483 0.6115 -7.2867
C -3.0238 -1.6288 -1.2916
C -1.8134 -0.3787 -6.3530
C -2.2828 -2.3687 -2.4047
C -1.0882 1.8701 -9.1116
H -3.1789 -0.3224 2.8482
H -2.1580 3.0594 2.6638
H -1.2737 -2.6379 -2.0966
H 0.1427 1.3040 -1.4937
H -1.6483 0.4012 4.6607
H -3.3719 2.1259 1.7741
H -0.4755 1.6623 4.1901
H -0.2103 -0.0266 3.7363
H 1.3882 0.3914 -0.6469
H 1.1228 2.8979 -6.7407
H -2.9620 -1.4537 -4.2081
H -1.2584 -1.2792 0.8035
H -2.1244 0.3041 -1.6606
H -4.0334 -1.3936 -1.6402
H 1.0004 2.0504 -0.1231
H -3.0291 0.1879 -0.1575
H -3.1421 -2.3162 -0.4483
H -2.5713 -1.1249 -6.5217
H -0.3346 -1.1135 -0.6894
H -3.0733 2.2421 4.8215
H -2.8099 -3.2920 -2.6496
H 0.4029 3.4224 -9.0949
```


No. 2
Density functional theory data (wB97M-V/def2-TZVPD) for a single C18H22FN5O molecule.

Values from the calculation:
Energy above the lowest of the compared OMol25 structures with the same formula, charge and spin ... 0.1281 eV
Charge ... 0
HOMO energy ... -8.082 eV
SMILES ... CCn1ccnc1CN(C)Cc1cn[nH]c1-c1ccc(OC)c(F)c1

```
47
C18H22FN5O wB97M-V/def2-TZVPD
F -2.2366 -5.3465 -0.7002
O -3.4476 -3.8392 1.5215
N 1.2945 0.6671 0.7546
N 3.2713 -2.3289 -2.0098
N 2.1031 3.7008 0.7264
N 0.2462 3.7712 -0.4627
N 2.2194 -2.9654 -1.5097
C -0.5295 -3.7615 -0.7717
C 2.6520 0.7042 1.2683
C -2.3066 -3.5187 0.8640
C -2.1421 4.1481 -0.0537
C -1.0829 3.5067 -0.9486
C 1.2610 0.4649 -0.6920
C 0.9541 3.1120 0.4994
C -4.1603 -5.0086 1.1781
C -0.4988 -1.9013 0.7333
C 2.1499 4.7814 -0.0930
C 1.0075 4.8477 -0.8319
C 0.0916 -2.6002 -0.3221
C -1.7010 -4.2047 -0.1886
C 1.3210 -2.1285 -0.9304
C 1.8467 -0.8487 -1.0887
C 0.5242 1.8393 1.1574
C -1.6658 -2.3541 1.3030
C 3.0580 -1.0503 -1.7705
H -1.2406 2.4261 -1.0028
H 1.8029 1.2631 -1.2268
H 0.6438 1.9446 2.2389
H -5.0106 -5.0367 1.8578
H 3.7665 -0.3115 -2.0885
H 2.1770 -3.9712 -1.5487
H -3.5546 -5.9073 1.3192
H -0.1333 -4.3334 -1.5970
H 0.6774 5.5442 -1.5752
H -0.5295 1.6378 0.9434
H -2.0774 3.7510 0.9568
H 3.2024 1.5906 0.9326
H -2.1246 -1.8221 2.1214
H 0.2093 0.4900 -1.0005
H -1.1579 3.9119 -1.9618
H 2.9993 5.4342 -0.0956
H 2.6107 0.7101 2.3564
H -0.0121 -1.0125 1.1062
H 3.1743 -0.1928 0.9412
H -3.1345 3.9460 -0.4476
H -1.9954 5.2249 -0.0091
H -4.5221 -4.9739 0.1473
```


No. 3
Density functional theory data (wB97M-V/def2-TZVPD) for a single C18H22FNO6 molecule.

Values from the calculation:
Energy above the lowest of the compared OMol25 structures with the same formula, charge and spin ... 0.0339 eV
Charge ... 0
HOMO energy ... -9.414 eV
SMILES ... CCOC(=O)CCCNC(=O)COC(=O)CCC(=O)c1ccc(F)cc1

```
48
C18H22FNO6 wB97M-V/def2-TZVPD
F -5.5272 1.0444 0.9385
O -2.0472 -1.2710 -0.4471
O -0.8464 -3.1214 -0.0410
O 3.5676 1.8741 -0.3584
O 4.4338 -1.3616 1.0006
O 0.6350 2.1109 0.8880
O 2.1173 0.6459 -1.5505
N 2.6771 -0.0180 1.4583
C -2.0548 1.7930 1.5053
C -3.3692 1.4707 1.7659
C -1.0589 -1.8080 -0.0070
C 1.9847 -0.9899 2.2760
C -1.6173 -3.9781 -2.1869
C -1.6119 2.0154 0.1982
C 2.4810 1.7081 -1.1140
C 3.8189 -0.3294 0.8310
C -0.1754 2.2944 -0.0012
C 1.0566 -1.8893 1.4504
C 1.7750 3.0240 -1.3685
C -2.5219 1.9094 -0.8537
C 0.2661 2.7912 -1.3606
C -1.8346 -3.9302 -0.6817
C -3.8390 1.5804 -0.6071
C 4.3805 0.7309 -0.1278
C -4.2441 1.3619 0.6984
C 0.0716 -1.0507 0.6426
H 2.0935 3.3949 -2.3445
H -2.3429 -4.6474 -2.6400
H 2.1800 0.8358 1.2443
H -0.2769 3.7020 -1.6167
H 2.0748 3.7379 -0.6021
H -3.7207 1.2948 2.7703
H 4.5839 0.2197 -1.0755
H 0.5195 -2.5534 2.1287
H -2.2057 2.0591 -1.8729
H 0.6018 -0.5422 -0.1688
H 1.4130 -0.4463 3.0312
H -1.7409 -2.9840 -2.6096
H -4.5507 1.4764 -1.4102
H -1.7237 -4.9205 -0.2354
H 2.7429 -1.6068 2.7646
H 1.6577 -2.5028 0.7799
H -2.8261 -3.5246 -0.4539
H -1.3439 1.8851 2.3137
H -0.3805 -0.2811 1.2715
H 5.3182 1.1105 0.2832
H -0.6146 -4.3343 -2.4097
H 0.0242 2.0203 -2.0958
```


No. 4
Density functional theory data (wB97M-V/def2-TZVPD) for a molecular structure, C18H22IN4O2Tl.

Values from the calculation:
Energy above the lowest of the compared OMol25 structures with the same formula, charge and spin ... 0.0000 eV
Charge ... 0
HOMO energy ... -7.913 eV

```
48
C18H22IN4O2Tl wB97M-V/def2-TZVPD
Tl -1.5115 1.0077 -0.0317
I -4.8272 -7.5797 -0.5868
O -1.8676 -1.4440 1.1791
O -1.2497 -1.5098 -0.9658
N 0.6410 2.8623 0.0938
N 0.1014 1.4481 -2.3177
N 1.0430 -0.0515 0.0144
N -0.1043 1.2782 2.3400
C 0.6644 2.7914 -2.3408
C 2.4545 3.9571 -0.9877
C 2.3634 3.8612 1.3961
C -2.6137 -3.9344 -1.3479
C 1.0554 0.3418 -2.4222
C -3.1104 -3.9313 0.9984
C 1.7640 0.0212 1.2725
C 0.4700 2.6065 2.5114
C -2.5343 -3.3176 -0.1047
C 2.9927 4.2981 0.2421
C -1.8317 -1.9894 0.0521
C 1.1863 3.1319 1.2778
C 1.8821 0.1412 -1.1574
C 0.8170 0.1460 2.4589
C 1.2747 3.2226 -1.0193
C -3.2686 -5.1496 -1.4955
C -3.7633 -5.1498 0.8711
C -3.8370 -5.7450 -0.3783
H -0.1471 3.4837 -2.5783
H -3.0481 -3.4396 1.9604
H -3.3340 -5.6240 -2.4656
H 2.4121 -0.8479 1.4452
H -2.1525 -3.4457 -2.1959
H 2.7838 4.0614 2.3739
H 2.5623 -0.7025 -1.3330
H 2.4254 0.8922 1.2328
H -4.2101 -5.6266 1.7337
H 0.4690 -0.5617 -2.5952
H 1.4275 2.9085 -3.1219
H -0.5810 1.3607 -3.0578
H 2.9488 4.2327 -1.9111
H 3.9097 4.8718 0.3004
H -0.8610 1.1485 2.9974
H 1.1697 2.6485 3.3566
H -0.3503 3.2913 2.7400
H 2.5173 1.0139 -0.9791
H 1.7447 0.4777 -3.2671
H 0.5062 -0.9125 -0.0764
H 1.4194 0.2075 3.3758
H 0.1973 -0.7511 2.5130
```


No. 5
Density functional theory data (wB97M-V/def2-TZVPD) for a molecular structure, C18H22MgO11S3.

Values from the calculation:
Charge ... -1
HOMO energy (spin up / spin down) ... -3.616 / -3.616 eV
2S+1 ... 2

```
55
C18H22MgO11S3 wB97M-V/def2-TZVPD
S -0.6152 -2.1624 -3.2499
S -2.6812 -1.4538 0.8007
S 1.7498 0.5682 2.4239
Mg 0.3787 -0.5596 -0.4800
O 6.1619 -2.6029 0.5513
O -1.3552 -1.1013 0.1556
O -0.2123 -1.4341 -2.0124
O 4.5647 -4.3410 2.1203
O -1.1195 4.6881 1.9243
O 0.8100 -2.4265 0.1742
O 0.8267 0.1093 1.1994
O 2.2195 -0.4096 -0.8896
O -0.2560 1.3608 -1.1861
O -3.8804 4.0716 1.7181
O -3.0379 1.8070 -2.2155
C 2.9721 1.6998 1.8545
C -2.5943 2.3815 -1.1474
C -1.2193 -0.5727 -4.1512
C -3.4875 2.9046 -0.3192
C 0.6922 1.6236 3.5399
C 0.9218 -2.3338 -4.1837
C -0.5758 3.0169 0.3115
C -4.0974 -0.8417 -0.1972
C -3.0642 3.6122 0.8792
C -1.0969 2.2175 -0.6954
C -1.5029 3.8965 1.0575
C 2.7050 -3.5040 1.2233
C 4.0310 -3.5008 1.2928
C -3.0270 -0.2629 2.2250
C 4.3724 -1.6104 -0.4769
C 4.8681 -2.5232 0.4416
C 2.8699 -1.4646 -0.4791
C 2.0272 -2.5070 0.3083
H 0.4044 2.8737 0.7417
H 3.3493 1.2603 0.9311
H 0.6180 2.5267 2.9342
H -3.8059 -1.2667 -1.1577
H 3.6572 1.6032 2.6968
H -0.3054 1.1992 3.6531
H -2.2737 -0.3427 -3.9978
H -4.5373 2.8333 -0.5626
H 2.1548 -4.2455 1.7836
H -0.9680 -0.4395 -5.2034
H 2.7072 2.7529 1.7601
H -0.7393 0.2891 -3.6876
H -2.5480 -0.7317 3.0846
H 4.9589 -0.9517 -1.1001
H 1.5809 -2.9024 -3.5276
H 1.3190 1.9164 4.3822
H -5.0307 -1.2734 0.1644
H -4.2387 0.2370 -0.2644
H 1.3096 -1.3539 -4.4623
H -4.1060 -0.1467 2.3267
H -2.5838 0.7221 2.0789
H 0.7291 -2.9049 -5.0919
```